i.
Molecular formula: C9H12N5
Method: DFT, ωB97M-V with the def2-TZVPD basis set

The geometry in XYZ format:
```
26
Properties=species:S:1:pos:R:3:nbo_charge:R:1
C -1.9947 -0.9692 -3.1496 -0.041
C -0.6181 -2.4817 -2.3480 0.207
C -2.9331 -0.5291 0.3095 0.256
C -2.2141 -0.9921 -1.8196 0.271
C 1.9182 1.1843 1.6734 -0.479
C 1.6269 2.1411 0.5071 -0.411
C 0.8562 0.0913 1.3199 0.130
C 1.1998 1.1995 -0.6213 -0.237
C -1.2994 -2.2885 0.0553 0.422
N -1.0180 -1.8871 -3.4521 -0.331
N -1.2864 -2.0332 -1.2501 -0.360
N -2.1518 -1.6193 0.8379 -0.508
N -2.9712 -0.3265 -0.9573 -0.347
N 0.3984 0.2026 0.1435 -0.474
H -2.6677 -0.4242 -3.7856 0.256
H 0.1668 -3.1612 -2.2614 0.221
H -3.6155 -0.1593 1.0342 0.223
H 2.9429 0.7923 1.6762 0.232
H 1.7347 1.5567 2.6438 0.233
H 0.7955 2.7846 0.7144 0.206
H 2.3593 2.8516 0.3039 0.231
H 0.4997 -0.7484 2.0437 0.170
H -2.2098 -1.7457 1.8467 0.454
H 0.7022 1.5973 -1.4072 0.211
H 2.1678 0.6620 -0.8281 0.198
H -0.5697 -2.9791 0.6274 0.267
```

Results
2S+1	1
HOMO	-13.1	eV
net charge	+1
orbital gap	8.291	eV

ii.
Molecular formula: C9H12N5
Method: DFT, ωB97M-V with the def2-TZVPD basis set

The geometry in XYZ format:
```
26
Properties=species:S:1:pos:R:3:nbo_charge:R:1
N -2.2467 0.0363 -1.0037 -0.786
C -1.3742 -0.6413 -0.1305 0.198
C -1.3647 -1.9855 -0.2457 -0.157
N -0.4488 -2.7808 0.4215 -0.505
C 0.3266 -2.2339 1.3899 0.351
N 0.3591 -0.8884 1.5445 -0.537
C -0.3922 0.1609 0.7139 0.233
N -0.9377 1.1002 1.5128 -0.827
C 0.7128 0.6834 -0.3407 -0.118
C 0.9022 2.0238 -0.6383 -0.170
C 1.8188 2.3449 -1.6216 -0.234
C 2.6962 1.3545 -1.9972 0.061
N 2.6359 0.1191 -1.6570 -0.394
C 1.6406 -0.2162 -0.9238 0.037
H -3.1717 -0.4047 -1.2266 0.413
H -2.2451 0.9935 -0.7203 0.396
H -2.1150 -2.4000 -0.9041 0.239
H -0.6861 -3.8520 0.4514 0.462
H 0.9597 -2.7394 2.1152 0.248
H 1.1321 -0.4672 1.9395 0.418
H -1.7086 0.8191 2.1613 0.404
H -0.2345 1.5267 2.2464 0.394
H 0.2350 2.9291 -0.4268 0.248
H 1.7886 3.2699 -2.0759 0.231
H 3.4733 1.4881 -2.7219 0.206
H 1.6223 -1.2903 -0.8128 0.188
```

Results
2S+1	1
HOMO	-12.0	eV
SMILES	NC1=CNC=[NH+][C@@]1(N)c1cccnc1
net charge	+1
orbital gap	8.278	eV

The structure with the most favorable energy is ii; the runner-up is 0.0290 hartree above it.

i.
Molecular formula: H10NO3
Method: DFT, ωB97M-V with the def2-TZVPD basis set

The geometry in XYZ format:
```
14
Properties=species:S:1:pos:R:3:lowdin_spin:R:1
N -0.5385 0.4232 0.1577 0.191
H 0.2495 0.9930 0.5321 0.022
H -1.3446 1.0502 -0.0018 0.097
H -0.3005 0.0775 -0.7970 0.028
H -0.7658 -0.4140 0.7137 0.022
H 1.7288 2.8146 0.3182 0.040
H 2.5568 1.7278 1.0254 0.037
O 1.6534 2.0103 0.8450 0.138
H -2.2189 -2.1462 1.6128 0.030
H -0.8809 -2.6481 2.0982 0.021
O -1.2853 -1.8599 1.7844 0.123
H -0.1251 -0.7839 -3.3557 0.032
H 1.0796 -0.8165 -2.4238 0.061
O 0.1914 -0.4280 -2.5095 0.158
```

Results
expectation value of S²	0.75
2S+1	2
HOMO (alpha / beta)	-2.6 / -11.8	eV
net charge	0
orbital gap (alpha / beta)	3.381 / 12.496	eV

ii.
Molecular formula: H10NO3
Method: DFT, ωB97M-V with the def2-TZVPD basis set

The geometry in XYZ format:
```
14
Properties=species:S:1:pos:R:3:lowdin_spin:R:1
N 0.0516 0.1766 0.1432 0.154
H 0.8694 -0.3354 0.5715 0.027
H 0.1852 1.1628 0.3956 0.066
H -0.8770 -0.0629 0.5131 0.028
H 0.1544 0.0861 -0.8936 0.029
H 2.8034 -1.4773 1.6408 0.038
H 2.6135 -1.5867 0.1256 0.097
O 2.1234 -1.3728 0.9591 0.193
H 1.8475 0.3518 -2.5959 0.085
H 0.5621 -0.2931 -3.2181 0.047
O 0.8909 0.2377 -2.4722 0.188
H -3.8948 0.6394 2.2793 0.003
H -3.9102 1.6016 1.0775 0.004
O -3.4195 0.8722 1.4741 0.040
```

Results
expectation value of S²	0.75
2S+1	2
HOMO (alpha / beta)	-2.8 / -11.8	eV
net charge	0
orbital gap (alpha / beta)	3.352 / 12.283	eV

The structure with the most favorable energy is i; the runner-up is 0.0031 hartree above it.

i.
Molecular formula: C2H9N4
Method: DFT, ωB97M-V with the def2-TZVPD basis set

The geometry in XYZ format:
```
15
Properties=species:S:1:pos:R:3:nbo_charge:R:1
C -0.9515 1.3562 0.1238 0.055
C -1.2237 -0.0876 -0.0537 0.496
N 0.1920 1.8508 -0.0113 -0.511
N -0.2607 -0.9534 -0.1000 -0.695
N -2.6526 -0.3828 -0.0515 -0.763
N 2.3670 -0.7655 0.0792 -1.074
H -1.9664 1.8338 0.0804 0.169
H 0.2824 2.8504 -0.1638 0.396
H -0.3775 -1.9693 -0.2585 0.442
H 0.6856 -0.4446 -0.0508 0.475
H -3.2496 0.4982 -0.2123 0.424
H -2.9712 -1.2471 -0.5225 0.428
H 2.8955 -0.0500 -0.2736 0.391
H 2.7921 -1.6371 -0.0401 0.386
H 2.0839 -0.6974 1.1090 0.380
```

Results
2S+1	1
HOMO	-14.3	eV
net charge	+1
orbital gap	9.434	eV

ii.
Molecular formula: C2H9N4
Method: DFT, ωB97M-V with the def2-TZVPD basis set

The geometry in XYZ format:
```
15
Properties=species:S:1:pos:R:3:nbo_charge:R:1
N 0.6928 1.1102 0.5973 -0.762
C -0.4139 0.5727 1.0862 0.679
N -0.9318 1.0956 2.2160 -0.764
N -1.0025 -0.4529 0.4846 -0.783
H 1.0638 1.9524 0.9714 0.419
H 1.1316 0.7181 -0.2287 0.439
H -0.3372 1.7218 2.7228 0.419
H -1.7682 0.7047 2.6096 0.427
H -1.9892 -0.5701 0.6291 0.416
H -0.5485 -0.8428 -0.3700 0.453
C 0.8300 -1.0001 -2.7889 0.025
N 0.8001 -1.3193 -1.5625 -0.696
H 0.1592 -0.2365 -3.1761 0.178
H 1.4239 -1.5393 -3.5247 0.182
H 1.4432 -2.0801 -1.3616 0.370
```

Results
2S+1	1
HOMO	-14.7	eV
net charge	+1
orbital gap	11.912	eV

iii.
Molecular formula: C2H9N4
Method: DFT, ωB97M-V with the def2-TZVPD basis set

The geometry in XYZ format:
```
15
Properties=species:S:1:pos:R:3:nbo_charge:R:1
C 1.3028 -0.1383 -0.1144 0.682
C -2.6784 -0.1118 0.4896 0.010
N 2.6500 0.1679 0.0675 -0.801
N 0.8164 -1.3193 0.2727 -0.761
N -2.2952 0.4822 -0.5530 -0.650
N 0.6059 0.8060 -0.6372 -0.794
H -3.5805 -0.4851 0.8123 0.186
H -1.8665 -0.2725 1.1485 0.138
H 3.4657 -0.4680 0.3327 0.438
H 3.0089 0.9871 -0.3788 0.414
H 1.4162 -1.8580 0.8391 0.427
H -0.2134 -1.4981 0.1231 0.442
H -3.0780 0.8972 -1.0916 0.372
H -0.4551 1.0233 -0.6566 0.475
H 0.9012 1.7873 -0.6538 0.422
```

Results
2S+1	1
HOMO	-14.6	eV
net charge	+1
orbital gap	11.635	eV

The structure with the most favorable energy is ii; the runner-up is 0.0440 hartree above it.

i.
Molecular formula: C4H6FN
Method: DFT, ωB97M-V with the def2-TZVPD basis set

The geometry in XYZ format:
```
12
Properties=species:S:1:pos:R:3:nbo_charge:R:1
C 2.6767 0.0101 0.2171 -0.194
C 1.4882 -0.0518 0.3532 -0.066
C 0.0763 -0.3349 0.4099 0.404
C -0.8133 0.8442 0.2411 -0.677
N -0.3786 -1.3076 -0.8417 -0.800
F -0.1569 -0.9861 1.5685 -0.324
H 3.6799 0.1149 0.4691 0.232
H -1.8609 0.4503 0.4474 0.245
H -0.7692 1.8243 0.8118 0.243
H -1.0292 1.2072 -0.8400 0.228
H -0.3383 -0.5786 -1.6133 0.358
H 0.2620 -1.9894 -0.9017 0.352
```

Results
2S+1	1
HOMO	-9.9	eV
SMILES	C#C[C@@](C)(N)F
net charge	0
orbital gap	10.870	eV

ii.
Molecular formula: C4H6FN
Method: DFT, ωB97M-V with the def2-TZVPD basis set

The geometry in XYZ format:
```
12
Properties=species:S:1:pos:R:3:nbo_charge:R:1
C -1.4130 -2.4018 -0.0196 -0.150
C -1.1922 -1.1977 -0.0332 -0.122
C 0.0584 0.5850 1.2514 -0.704
C -0.8014 0.1574 0.1109 0.472
N 0.8881 0.2838 -1.6434 -0.743
F -1.6428 1.0976 -0.4695 -0.335
H -1.6314 -3.3910 -0.3579 0.241
H 0.3094 1.6556 1.1996 0.239
H -0.3414 0.3642 2.1715 0.233
H 1.1191 0.3134 1.0252 0.256
H 0.3725 0.8790 -2.4412 0.319
H 1.3345 1.0038 -1.1104 0.294
```

Results
2S+1	1
HOMO (alpha / beta)	-8.2 / -10.1	eV
net charge	0
orbital gap (alpha / beta)	7.859 / 9.789	eV

The structure with the most favorable energy is i; the runner-up is 0.0957 hartree above it.

i.
Molecular formula: C3H6F3NO6S2
Method: DFT, ωB97M-V with the def2-TZVPD basis set

The geometry in XYZ format:
```
21
Properties=species:S:1:pos:R:3:nbo_charge:R:1
N 1.1948 -0.1168 0.0207 -0.584
S 3.1147 -0.4140 -0.4850 1.525
O 3.8457 -0.0095 0.7658 -1.024
O 3.0391 -1.9103 -0.5927 -1.024
S 0.9930 1.4982 0.3947 2.126
O 1.7269 2.3128 -0.5817 -0.977
O 1.0674 1.8515 1.8174 -0.949
C -0.8066 1.8316 -0.0296 0.718
F -1.0552 1.4695 -1.2786 -0.328
F -1.6310 1.1956 0.7859 -0.323
F -1.0202 3.1397 0.0835 -0.341
O 0.8281 -0.9171 1.0368 -0.732
C -0.6903 -2.6534 0.6170 -0.203
H 0.0640 -2.9241 -0.1414 0.210
H -0.4829 -2.8003 1.6895 0.184
H -1.3508 -1.8118 0.3712 0.200
C -1.3257 -5.1589 0.5599 -0.232
O -1.7939 -3.8585 0.3762 -0.669
H -2.1615 -5.8719 0.4600 0.147
H -0.5468 -5.4245 -0.1839 0.140
H -0.8630 -5.2938 1.5579 0.136
```

Results
2S+1	1
HOMO	0.5	eV
net charge	-2
orbital gap	5.151	eV

ii.
Molecular formula: C3H6F3NO6S2
Method: DFT, ωB97M-V with the def2-TZVPD basis set

The geometry in XYZ format:
```
21
Properties=species:S:1:pos:R:3:nbo_charge:R:1
N -1.3642 0.7297 -0.2544 -0.629
S -3.3774 0.9999 -0.5905 1.585
O -3.4061 1.3818 -2.0351 -0.990
O -3.7627 -0.4298 -0.4091 -0.992
S -0.5269 2.1311 -0.4987 2.152
O -1.2560 3.1707 0.2310 -0.962
O -0.0830 2.3709 -1.8728 -0.934
C 1.0855 1.9411 0.4389 0.731
F 0.8578 1.5507 1.6810 -0.317
F 1.8743 1.0673 -0.1626 -0.305
F 1.6961 3.1204 0.4545 -0.333
O -0.8946 -0.2878 -1.0374 -0.489
C -0.5356 -1.6721 -0.0303 -0.208
H -1.4352 -2.0592 0.4684 0.164
H -0.5094 -2.3858 -0.8675 0.217
H -0.1072 -1.1708 0.8526 0.223
C 2.3693 -2.0887 0.7324 -0.217
O 1.3305 -2.9944 0.7556 -0.968
H 2.1345 -1.1441 1.2775 0.089
H 3.3113 -2.4978 1.1673 0.089
H 2.5991 -1.7333 -0.3006 0.093
```

Results
2S+1	1
HOMO	-0.2	eV
net charge	-2
orbital gap	5.774	eV

The structure with the most favorable energy is i; the runner-up is 0.0458 hartree above it.

i.
Molecular formula: C4H8ClF
Method: DFT, ωB97M-V with the def2-TZVPD basis set

The geometry in XYZ format:
```
14
Properties=species:S:1:pos:R:3:nbo_charge:R:1
C 1.1206 -1.5467 0.1202 -0.608
C -1.3054 1.3365 -0.9093 -0.748
C 0.4926 -0.1641 0.2480 -0.554
C -0.6363 0.0422 -0.6827 0.837
F -1.3790 -1.0178 -0.9352 -0.295
Cl 0.6768 0.0980 -3.0411 -0.622
H 1.5441 -1.6521 -0.8748 0.252
H 0.3754 -2.3239 0.2691 0.214
H 1.9076 -1.6784 0.8598 0.219
H -2.0954 1.4767 -0.1639 0.248
H -0.5963 2.1549 -0.8404 0.259
H -1.7763 1.3439 -1.8900 0.282
H 0.0936 -0.0349 1.2657 0.251
H 1.2346 0.6184 0.0875 0.265
```

Results
2S+1	1
HOMO	-9.2	eV
net charge	0
orbital gap	8.047	eV

ii.
Molecular formula: C4H8ClF
Method: DFT, ωB97M-V with the def2-TZVPD basis set

The geometry in XYZ format:
```
14
Properties=species:S:1:pos:R:3:nbo_charge:R:1
C 0.3401 1.7703 -0.0651 -0.629
C 0.8005 0.3033 0.0260 -0.439
C 0.0793 -0.9540 -0.3785 0.184
F 1.0008 -2.0075 -0.2703 -0.366
C -1.1514 -1.2566 0.4091 -0.377
Cl -2.5384 -0.2219 -0.2504 -0.071
H 0.2098 2.1599 -1.0862 0.220
H 1.1249 2.4732 0.1043 0.224
H -0.5035 1.9768 0.6914 0.222
H 1.2912 0.0920 1.0472 0.196
H 1.5957 -0.0144 -0.6143 0.219
H 0.0010 -0.7605 -1.3836 0.173
H -1.2768 -2.3047 0.2918 0.224
H -0.9732 -1.2561 1.4785 0.222
```

Results
2S+1	1
HOMO	-10.7	eV
SMILES	CC[C@@H](F)CCl
net charge	0
orbital gap	11.701	eV

The structure with the most favorable energy is i; the runner-up is 0.0067 hartree above it.